i) A 3-piece molecular cluster, C3H11NO4 overall, computed with ωB97M-V/def2-TZVPD.

Geometry as XYZ:
```
19
Properties=species:S:1:pos:R:3:lowdin_charge:R:1
O 0.8154 -0.5370 -0.9960 0.032
C 0.0219 -0.6899 -0.0816 -0.494
N -0.7334 -1.8251 -0.0133 0.086
C -1.9321 -2.0819 0.7606 -0.250
O -3.0851 -1.4527 0.2440 -0.035
C -0.2445 0.4728 0.8697 0.025
H -0.6052 -2.3858 -0.8374 0.146
H -1.8531 -1.8517 1.8293 0.132
H -2.0898 -3.1370 0.5247 0.130
H -3.0365 -0.5142 0.4099 0.066
H -1.2989 0.3816 1.1568 0.058
H -0.0480 1.3622 0.2776 0.091
H 0.3035 0.5585 1.8084 0.089
H 2.1782 -1.7203 -1.2207 -0.010
H 2.5865 -3.2022 -0.7465 0.023
O 2.7233 -2.5151 -1.4098 -0.088
H 2.0592 5.9223 -0.2413 0.030
H 2.4104 6.9849 -1.2121 0.027
O 1.8281 6.2303 -1.1221 -0.057
```

Output
lowest unoccupied orbital energy = 0.4843 eV
multiplicity = 1
total charge = 0
gap between HOMO and LUMO = 10.77 eV

ii) A 3-piece molecular cluster, C3H11NO4 overall, computed with ωB97M-V/def2-TZVPD.

Geometry as XYZ:
```
19
Properties=species:S:1:pos:R:3:lowdin_charge:R:1
H -0.3461 -0.8775 -1.5962 0.032
O 0.3381 -1.7131 -2.4598 0.036
O -0.9699 -0.3249 -0.9416 0.052
H 1.0729 -1.5767 -1.8301 0.055
H 0.4263 -1.0923 -3.1885 0.097
C -0.2887 -0.2665 0.1939 -0.516
O 0.3562 -1.2155 0.6037 0.076
C -0.5010 1.0273 0.9714 -0.361
H 0.2394 1.7244 0.5696 0.140
N -0.3816 0.7647 2.3969 0.049
H -1.0922 1.2153 2.9489 0.065
H -0.4199 -0.2333 2.5254 0.063
C -1.8610 1.6535 0.6486 -0.067
H -2.0398 2.6131 1.1397 0.078
H -2.1480 1.6854 -0.3926 0.068
H -2.6096 1.0023 1.1231 0.086
O 3.2859 -1.3581 -1.2819 -0.053
H 3.8062 -0.8550 -0.6444 0.049
H 3.1331 -2.1729 -0.7863 0.049
```

Output
lowest unoccupied orbital energy = 0.4629 eV
multiplicity = 1
total charge = 0
gap between HOMO and LUMO = 9.60 eV

Which is most stable, and by how much? ii), by 14.9 kJ/mol.

i) A 3-piece molecular cluster, C3H11NO4 overall, computed with ωB97M-V/def2-TZVPD.

Geometry as XYZ:
```
19
Properties=species:S:1:pos:R:3:lowdin_charge:R:1
C -0.8392 0.3477 1.3748 -0.266
N -1.4224 0.4843 0.0800 0.083
C -0.8047 1.0439 -0.9523 -0.090
C 0.7200 0.4081 -1.2681 -0.263
O 1.5530 1.2507 -0.8396 0.007
O -0.6162 -0.9602 1.6992 -0.024
H -1.4765 0.8183 2.1335 0.151
H 0.1427 0.8467 1.3613 0.137
H -1.4094 0.7685 -1.8467 0.161
H -0.7485 2.1265 -0.9024 0.145
H 0.7608 -0.5232 -0.7444 0.102
H 0.8324 0.2611 -2.3391 0.140
H 2.1204 0.5326 0.4565 -0.027
H -1.1878 -2.9735 -0.7680 -0.055
H -1.7719 -0.4623 -0.2435 0.130
O -1.0570 -2.1224 -0.4019 -0.303
H -0.5866 -1.5950 0.8687 0.030
H 3.3042 -0.2859 1.1072 -0.036
O 2.4867 0.0340 1.2248 -0.023
```

Output
lowest unoccupied orbital energy = -3.9723 eV
multiplicity = 1
total charge = 0
gap between HOMO and LUMO = 5.23 eV

ii) A 3-piece molecular cluster, C3H11NO4 overall, computed with ωB97M-V/def2-TZVPD.

Geometry as XYZ:
```
19
Properties=species:S:1:pos:R:3:lowdin_charge:R:1
C -2.0074 -0.3618 -2.8579 -0.248
C -2.3019 -0.7713 -1.4143 -0.097
C -1.0168 -1.3844 -0.8558 -0.542
O -1.2375 -2.6789 -0.4821 0.085
O 0.0205 -0.8198 -0.6772 0.111
N -1.6429 1.0533 -3.0272 -0.009
H -2.8473 -0.5520 -3.5172 0.110
H -1.0724 -0.8551 -3.1493 0.115
H -3.1175 -1.4524 -1.1754 0.110
H -2.3901 -0.0002 -0.6289 0.130
H -0.4625 -3.2066 -0.2545 0.120
H -0.9070 1.3383 -2.4070 0.059
H -2.4350 1.6543 -2.8809 0.057
H 4.5482 1.8775 5.5537 0.048
H 4.0847 1.3521 4.1380 0.013
O 4.7972 1.7850 4.6191 -0.060
H 2.2204 2.6828 2.2925 0.033
H 2.4496 2.3591 3.6343 0.007
O 1.9090 2.0331 2.9135 -0.041
```

Output
lowest unoccupied orbital energy = 0.6894 eV
multiplicity = 1
total charge = 0
gap between HOMO and LUMO = 10.03 eV

Which is most stable, and by how much? ii), by 619.4 kJ/mol.

i) The molecule C6H11FN2, computed with ωB97M-V/def2-TZVPD.

Geometry as XYZ:
```
20
Properties=species:S:1:pos:R:3:lowdin_charge:R:1
C -1.6130 0.2269 0.1071 -0.424
C 0.8552 -0.5382 -0.4438 -0.309
C -2.5137 0.7087 1.2367 -0.053
C 0.5722 0.4377 1.7686 -0.056
C 2.2948 -0.8868 -2.3208 -0.121
C -0.1426 0.4811 0.3113 -0.185
N -2.1192 -0.2751 -0.9244 0.146
N 1.2164 -0.2597 -1.6228 0.035
F 1.3645 -1.5500 0.3382 0.044
H -2.2015 0.2815 2.3197 0.124
H -2.5894 1.7671 1.4618 0.067
H -3.5221 0.4581 0.9615 0.057
H 0.3758 -0.5218 2.2493 0.078
H 1.5642 0.8402 1.5678 0.077
H 0.2124 1.1891 2.4998 0.071
H 1.9488 -1.7273 -2.9374 0.083
H 2.9943 -1.3706 -1.6526 0.070
H 2.6820 -0.0694 -2.9807 0.092
H 0.1141 1.3941 -0.2469 0.139
H -1.4935 -0.5855 -1.6924 0.066
```

Output
lowest unoccupied orbital energy = 0.8356 eV
multiplicity = 1
total charge = 0
gap between HOMO and LUMO = 10.50 eV

ii) The molecule C6H11FN2, computed with ωB97M-V/def2-TZVPD.

Geometry as XYZ:
```
20
Properties=species:S:1:pos:R:3:lowdin_charge:R:1
C 0.6688 0.8554 -1.0123 -0.065
C 2.1389 -0.6198 -0.5601 -0.158
C -0.5075 -0.0394 -0.7929 -0.330
C 3.1102 -0.2674 0.5961 -0.067
C -3.0519 -0.0328 -0.2718 -0.098
C -1.6419 0.4248 0.0106 -0.249
N 1.1547 -1.5481 -0.1095 -0.013
N -0.0196 -1.3165 -0.1887 0.044
F 0.8935 1.9236 -0.0815 -0.066
H 0.7235 1.2288 -1.9904 0.092
H 2.5337 -0.7434 -1.5961 0.122
H -0.8764 -0.5729 -1.6784 0.155
H 3.7594 -1.1589 0.8005 0.092
H 2.5569 -0.0176 1.4431 0.050
H 3.8037 0.4797 0.3207 0.055
H -3.2837 0.1669 -1.3555 0.093
H -3.7517 0.6046 0.3258 0.092
H -3.1605 -1.0415 -0.0542 0.044
H -1.4931 0.1703 0.9846 0.084
H -1.7609 1.4940 -0.1782 0.123
```

Output
lowest unoccupied orbital energy = 1.0509 eV
multiplicity = 1
total charge = 0
gap between HOMO and LUMO = 9.75 eV

Which is most stable, and by how much? i), by 203.7 kJ/mol.

i) An isolated ion of composition C3H8N3 and charge +1, computed with ωB97M-V/def2-TZVPD.

Geometry as XYZ:
```
14
Properties=species:S:1:pos:R:3:lowdin_charge:R:1
C -0.1719 -0.5855 0.4285 -0.278
C 1.0149 1.2880 -0.8973 -0.094
C 0.0227 0.0994 -0.9798 -0.126
N -2.3983 -1.5358 0.5784 0.217
N -1.3246 -1.0855 0.5527 0.029
N 0.7760 -0.6241 1.3666 0.256
H 2.1208 1.1290 -0.6582 0.096
H 0.9709 1.7196 -1.9701 0.117
H 0.5046 1.9799 -0.2115 0.084
H -0.8143 0.6811 -1.0945 0.084
H 0.1138 -0.6505 -1.7207 0.116
H -3.1133 -0.9661 1.0520 0.161
H 1.7714 -0.4903 1.1944 0.146
H 0.5274 -0.9592 2.3595 0.193
```

Output
lowest unoccupied orbital energy (alpha / beta) = -3.4132 / -7.3020 eV
multiplicity = 3
total charge = +1
gap between HOMO and LUMO (alpha / beta) = 9.10 / 9.21 eV

ii) A 2-piece molecular cluster, C3H8N3 overall, computed with ωB97M-V/def2-TZVPD.

Geometry as XYZ:
```
14
Properties=species:S:1:pos:R:3:lowdin_charge:R:1
C -1.0561 -1.7260 -1.8668 0.323
C -0.6411 -0.2566 0.1183 -0.172
C 0.2179 -0.9752 1.2258 -0.252
N -0.7569 -0.9690 -1.0453 0.102
N 0.8159 -2.0055 0.9213 0.216
N 0.6920 2.4298 -0.2346 -0.025
H -1.2704 -2.0500 -2.8207 0.107
H -1.6658 -0.2264 0.5790 0.161
H -0.2066 0.8617 -0.0800 0.116
H -0.0203 -0.6264 2.2657 0.152
H 1.2260 -2.4817 1.6312 0.074
H 0.0182 3.2782 -0.0849 0.103
H 1.3169 2.5720 -1.0991 0.081
H 1.3304 2.1753 0.4900 0.014
```

Output
lowest unoccupied orbital energy (alpha / beta) = -4.5002 / -7.0673 eV
multiplicity = 3
total charge = +1
gap between HOMO and LUMO (alpha / beta) = 5.06 / 6.66 eV

Which is most stable, and by how much? i), by 281.4 kJ/mol.

i) C2H2N2O3S as an isolated structure, computed with ωB97M-V/def2-TZVPD.

Geometry as XYZ:
```
10
Properties=species:S:1:pos:R:3:lowdin_charge:R:1
C -1.5247 0.7593 0.2685 -0.128
C 0.0422 -0.7207 1.0226 -0.022
N -0.5255 1.5285 0.1377 -0.018
N 0.5873 1.0971 0.5199 0.056
O 0.2797 -1.2499 -1.8041 -0.421
O 2.3819 -1.2732 -0.6681 -0.433
O -1.1368 -0.5283 0.7380 -0.056
S 1.0469 -1.8241 -0.7089 0.807
H -2.6005 0.8433 0.3308 0.132
H 1.4495 1.3681 0.1636 0.085
```

Output
lowest unoccupied orbital energy (alpha / beta) = -1.5411 / -1.5408 eV
multiplicity = 1
total charge = 0
gap between HOMO and LUMO (alpha / beta) = 8.11 / 8.11 eV

ii) The molecule C2H2N2O3S, computed with ωB97M-V/def2-TZVPD.

Geometry as XYZ:
```
10
Properties=species:S:1:pos:R:3:lowdin_charge:R:1
C -0.5556 0.4302 -0.9537 -0.153
C -0.7392 0.4715 0.4811 -0.112
N 0.3062 -0.2672 -1.5246 0.039
N 0.5177 -1.2252 0.8771 -0.114
O -1.2355 0.9934 1.3826 0.248
O 1.3147 -2.5254 -1.1163 -0.277
O 2.5449 -0.4799 -0.4765 -0.299
S 1.3273 -1.2340 -0.5241 0.487
H -1.2200 1.0705 -1.5322 0.140
H 1.0623 -0.8733 1.6482 0.040
```

Output
lowest unoccupied orbital energy = -2.2449 eV
multiplicity = 1
total charge = 0
gap between HOMO and LUMO = 8.21 eV

Which is most stable, and by how much? ii), by 209.6 kJ/mol.

i) A 2-piece molecular cluster, C7H12N2O overall, computed with ωB97M-V/def2-TZVPD.

Geometry as XYZ:
```
22
Properties=species:S:1:pos:R:3:lowdin_charge:R:1
C 0.6138 0.7467 1.0428 0.042
C 0.1469 -0.0046 -0.0065 -0.290
C -0.3082 1.3494 2.0094 -0.205
C -1.3235 -0.4427 -0.2316 -0.107
C -1.5706 0.4908 2.1926 -0.155
C -2.1388 0.4849 0.6853 -0.200
C 2.3637 -0.9943 -2.8069 -0.142
N 2.5590 -2.7798 -1.1655 0.121
N 2.2889 -1.7405 -1.6278 -0.236
O 1.0010 -0.2216 -0.9867 -0.049
H 1.5351 1.0982 0.9549 0.080
H 0.2191 1.3953 2.9329 0.101
H -0.6399 2.3444 1.7791 0.118
H -1.7854 -0.2078 -1.2008 0.121
H -1.2559 -1.4695 -0.1822 0.090
H -1.5190 -0.6153 2.4614 0.140
H -2.3900 1.0884 2.6597 0.111
H -2.1072 1.5774 0.2502 0.154
H -3.1157 0.1152 0.7099 0.072
H 3.0051 -0.1842 -2.6351 0.058
H 2.9689 -1.4595 -3.7289 0.122
H 1.4527 -0.5709 -3.1063 0.055
```

Output
lowest unoccupied orbital energy (alpha / beta) = 0.9073 / -1.3376 eV
multiplicity = 3
total charge = 0
gap between HOMO and LUMO (alpha / beta) = 6.99 / 8.22 eV

ii) A 2-piece molecular cluster, C7H12N2O overall, computed with ωB97M-V/def2-TZVPD.

Geometry as XYZ:
```
22
Properties=species:S:1:pos:R:3:lowdin_charge:R:1
C 0.6356 -2.0762 0.3448 -0.151
C 0.0332 -1.9276 -0.8140 -0.130
C 1.6061 -0.3606 -0.6953 -0.094
C 0.1593 2.1270 0.5380 -0.028
C -0.9415 1.0069 2.5810 0.039
C 0.0616 -0.4302 -2.6431 -0.105
C -0.7161 1.0899 1.2694 -0.456
N 1.5948 -1.1202 0.3826 -0.024
N 0.6044 -0.8398 -1.4517 -0.200
O -1.2760 0.1994 0.4053 -0.014
H 0.3470 -2.7213 1.1891 0.127
H -0.8781 -2.4168 -1.1649 0.121
H 0.9825 1.5651 0.0149 0.050
H -0.4455 2.5262 -0.1752 0.029
H 0.5997 3.0031 1.2030 0.124
H 2.2726 -0.9634 1.2478 0.210
H -1.6537 0.4211 3.1539 0.060
H -0.3418 1.7412 3.0968 0.046
H -1.0908 -0.3208 -2.5522 0.109
H 0.4071 0.5239 -2.9285 0.063
H 0.2720 -1.1127 -3.5305 0.098
H -2.2322 0.0858 0.5288 0.126
```

Output
lowest unoccupied orbital energy (alpha / beta) = 0.7664 / -1.0484 eV
multiplicity = 3
total charge = 0
gap between HOMO and LUMO (alpha / beta) = 4.43 / 7.28 eV

Which is most stable, and by how much? i), by 144.3 kJ/mol.